Record 1
Below is a molecular structure, C36H41Cl5N3O4P2V, with properties calculated with ωB97M-V/def2-TZVPD.

Total charge: -1
⟨S²⟩: 3.76
Gap between HOMO and LUMO (alpha / beta) in eV: 6.39 / 6.78
Spin multiplicity: 4

Each line ends with the Mulliken spin population.
Positions of all 92 atoms, in Å:
H -3.03 2.01 -1.02  0.0019
C -3.64 -0.72 -3.44  0.0062
H -2.66 -2.70 -0.89  0.0031
C -2.69 -0.93 4.34  -0.0005
C -2.19 -1.61 3.08  0.0007
O 2.85 1.56 -1.06  -0.0178
H 0.41 1.80 -6.03  -0.0006
Cl 4.31 -5.43 -1.61  0.0014
C -0.26 1.64 -5.18  -0.0006
C 2.18 -1.38 -1.51  0.1044
H 1.97 3.15 -4.65  0.0005
H -2.50 3.45 -0.12  0.0016
H -2.85 3.02 -3.25  0.0002
C 2.16 -2.20 -2.62  -0.0030
H -4.12 -1.57 2.11  -0.0001
C 2.92 -1.89 -0.46  -0.1034
H -4.42 -0.64 -4.19  0.0004
C -2.04 3.65 -2.89  0.0024
Cl 2.90 -0.89 1.00  0.0012
H 0.68 3.91 -3.72  0.0011
N 1.06 2.14 0.92  -0.0072
C 0.56 -0.64 5.13  -0.0010
C 3.58 -3.11 -0.43  -0.0218
H -2.57 0.15 4.29  -0.0004
H -2.78 -1.72 0.97  0.0015
H -0.77 2.22 3.63  -0.0001
H 1.98 3.03 -2.89  -0.0030
H -1.65 3.04 2.31  0.0032
O 4.19 5.18 1.12  -0.0001
C 3.15 5.06 1.89  0.0002
H -3.10 -0.17 1.73  -0.0004
V 1.16 0.36 -0.57  2.7703
C 0.49 -1.81 4.14  0.0043
H 1.04 -0.96 6.06  0.0001
C 0.55 1.72 -3.89  0.0261
H 2.58 -1.46 3.70  0.0004
Cl 1.18 -1.73 -4.00  -0.0018
C -3.62 -1.76 -2.52  0.0002
C -1.24 2.92 -1.81  -0.0189
H -0.09 -2.63 4.59  0.0006
H -2.49 4.55 -2.46  0.0000
C 2.19 2.91 0.71  0.0657
H -0.42 -0.23 5.38  -0.0003
C 0.04 -3.88 1.81  -0.0039
H 0.41 -5.93 1.28  0.0002
H 0.88 4.40 3.13  -0.0005
N 1.11 3.78 2.37  0.0016
N -0.60 -1.01 -0.50  -0.2324
H -4.41 -2.51 -2.54  -0.0005
H -1.16 1.33 2.15  0.0088
C -0.20 -2.57 1.39  -0.0590
H 1.16 0.16 4.70  -0.0002
C 3.52 -3.89 -1.58  0.0138
C -0.87 2.30 2.54  -0.0171
H -2.22 -2.70 3.23  0.0000
O 2.89 5.81 2.82  -0.0002
C -0.35 -2.30 0.01  0.0132
C -3.10 -1.25 1.90  0.0041
H -0.46 3.60 -1.43  -0.0013
C -1.59 0.13 -2.43  -0.0437
C 1.33 3.03 -3.77  0.0080
C 0.09 -4.66 -0.44  0.0013
O 4.12 3.34 -0.58  0.0101
H -3.76 -1.13 4.46  0.0001
C -2.16 2.55 -0.65  0.0725
H 4.20 4.43 0.39  -0.0005
Cl 2.72 -4.43 -4.10  -0.0005
P -0.30 1.39 -2.28  0.1266
Cl 4.41 -3.65 0.98  -0.0008
C 0.43 2.70 1.93  0.0352
C 2.23 3.93 1.61  0.0058
H -2.19 -1.29 5.24  0.0001
C -2.63 -1.87 -1.58  0.0277
C -2.62 0.21 -3.38  -0.0143
H -0.29 -3.19 -1.94  -0.0033
C 0.20 -4.93 0.92  0.0030
C 3.14 2.58 -0.40  -0.0155
C -1.56 -0.93 -1.48  0.1329
P -0.41 -1.22 2.60  0.1049
C 2.81 -3.43 -2.69  -0.0119
H 2.03 -3.00 3.09  0.0002
H -1.05 2.39 -5.23  -0.0002
H -0.72 0.66 -5.29  0.0010
H 2.29 -2.78 4.82  0.0000
H -2.61 1.03 -4.09  0.0013
H 0.11 -4.09 2.87  0.0003
H -1.65 1.90 0.06  -0.0104
C 1.92 -2.30 3.91  0.0032
H 0.23 -5.46 -1.17  0.0004
H -1.43 3.96 -3.74  -0.0004
H 1.29 0.92 -3.91  0.0021
C -0.19 -3.39 -0.88  0.0214

***

Record 2
Below is 2 unconnected molecules or ions with the total composition C36H41NO2Si, with properties calculated with ωB97M-V/def2-TZVPD.

Gap between HOMO and LUMO in eV: 3.08

Each line ends with the Mulliken charge.
Positions of all 81 atoms, in Å:
H -3.75 1.97 4.93  0.3484
C 2.28 -2.74 -4.42  -0.3902
H -4.94 1.87 3.63  0.3505
C -1.01 2.54 0.38  -1.0370
H -4.17 3.03 0.76  0.1804
C 7.20 -4.19 2.83  -1.4341
H -0.98 4.59 2.99  0.3032
C 1.49 -1.61 -4.12  0.3671
C -2.85 0.75 0.38  0.0682
H -1.01 -1.92 -1.31  0.4818
C 0.13 3.11 0.92  -0.6290
H 0.65 -0.76 -7.30  0.3884
H 2.74 -3.28 -3.61  0.5570
C -3.73 3.79 1.40  -0.7836
C -3.96 0.43 1.16  -0.6674
H 3.12 -5.00 0.75  0.3709
H 6.34 -1.67 2.42  0.3260
H 5.20 -5.72 1.84  0.2431
C 0.44 0.47 -1.18  0.6322
C -1.33 -2.14 0.86  -0.8526
H 0.75 5.51 -1.35  0.4363
H -2.36 5.17 3.93  0.3698
H 7.27 -5.27 2.86  0.3149
H -4.70 3.39 4.48  0.3938
C -0.48 -1.76 -0.36  -1.0973
H 0.98 0.85 -3.18  0.7036
H 7.27 -3.82 3.85  0.3029
H -3.90 0.59 2.22  0.5755
O 2.49 -2.53 0.36  -0.5228
C -1.61 1.31 1.07  2.5281
H -1.32 4.59 -2.29  0.5132
C 0.92 -0.90 -5.19  -0.2853
C -0.52 0.17 1.13  -1.2172
C -1.54 3.11 -0.77  0.6477
C -4.03 -0.07 -1.55  -1.2759
C 5.92 -3.74 2.19  0.7033
C -4.20 2.51 4.10  -1.2097
H -2.03 0.63 -1.58  0.6914
H 0.44 -2.34 -0.38  0.5946
H 0.53 2.71 1.84  0.6282
C -2.90 0.46 -0.97  -0.0148
H -1.11 -3.16 1.21  0.4570
H -6.03 -0.74 -1.21  0.4231
H 0.38 0.59 1.60  1.1906
C -5.09 -0.11 0.59  -1.0406
O -1.93 1.67 2.43  -0.3604
C 5.63 -2.39 2.05  -0.4029
H 8.05 -3.81 2.27  0.2993
C -0.99 -1.07 1.92  -0.9452
H -5.94 -0.33 1.22  0.4881
H 0.44 1.52 -0.95  0.0765
N -0.12 -0.33 -0.22  0.7739
H 2.07 -2.71 -7.78  0.3949
H -3.02 4.37 0.82  0.2450
H -2.45 2.73 -1.19  0.6273
C 0.87 0.08 -2.43  -1.5763
Si -2.88 3.01 2.87  0.5254
H 1.52 -1.88 -1.99  0.4185
C 4.99 -4.67 1.72  -0.2221
H -1.32 3.89 4.57  0.3367
C 1.12 -1.30 -6.49  -0.8143
C 3.83 -4.28 1.11  -0.6958
C 1.91 -2.41 -6.76  -0.3076
H -2.40 -2.12 0.62  0.2380
C 4.48 -1.96 1.44  -0.4986
H 1.67 4.58 0.74  0.4659
C -1.78 4.29 3.67  -1.1942
C 1.27 -1.20 -2.78  0.1557
H 0.28 -0.06 -4.99  0.4018
C -0.91 4.17 -1.39  -1.2744
C 3.53 -2.89 0.94  -0.1782
H 4.27 -0.91 1.33  0.3672
C 0.76 4.17 0.31  -1.1061
H 3.12 -3.96 -5.93  0.4006
C -5.14 -0.34 -0.76  -0.8767
H -1.85 -0.83 2.55  0.2221
C 0.25 4.70 -0.85  -0.6338
H -0.21 -1.43 2.59  0.5748
H -4.52 4.46 1.74  0.6004
H -4.05 -0.29 -2.60  0.4979
C 2.49 -3.12 -5.72  -0.6573

***

Record 3
Below is a molecular structure, C36H42ClGeIN8O4W, with properties calculated with ωB97M-V/def2-TZVPD.

Gap between HOMO and LUMO (alpha / beta) in eV: 6.03 / 6.03

Each line ends with the Mulliken charge.
Positions of all 94 atoms, in Å:
H -1.60 -1.98 3.84  0.3915
I -5.29 4.79 -2.38  -0.0412
C -5.55 3.15 -1.13  -0.2095
H -3.26 -0.36 -1.48  0.2691
H 5.90 -3.28 4.38  0.3997
H -1.63 -3.81 2.17  0.4360
N -0.73 -0.29 0.04  1.4488
C 5.88 -2.97 3.34  -0.6881
C 2.83 -4.53 -0.54  -0.1113
C 1.86 -5.99 -2.21  -0.5923
N -1.38 5.19 -0.53  -0.0593
H 1.20 -6.13 -3.06  0.4101
H -0.74 0.96 -2.23  0.2981
H -0.76 6.69 -2.95  0.3359
H 1.26 4.73 -3.96  0.3765
C -6.84 2.70 -0.80  -0.4855
N -0.30 3.12 -0.83  -0.1917
C -1.34 -1.21 -0.92  -0.1144
H 5.78 -1.88 -0.36  0.3478
N -2.57 6.12 1.21  -0.5451
H 1.74 3.58 -2.68  0.2867
C -0.46 4.36 -1.17  0.7727
H 1.86 -1.47 -1.56  0.1930
C -5.99 -0.07 1.58  -1.0323
Cl -8.63 1.10 0.42  -0.2738
H -0.57 -1.73 -1.49  -0.0089
C 3.56 -5.61 -0.05  -0.4379
H -2.43 3.86 2.18  0.2043
C 7.03 -2.53 2.71  -0.4179
C 0.15 6.38 -2.42  -1.1402
C -2.03 4.98 0.67  0.4007
H 4.07 0.33 -0.48  0.5983
C 3.02 0.04 -0.56  0.0064
C -4.83 -0.57 2.11  -0.7475
H 4.23 -5.47 0.79  0.3409
H -1.92 -1.97 -0.39  0.5249
C 0.37 -1.31 3.30  -0.7256
H 1.42 -3.90 -2.04  0.2358
H 1.01 6.66 -3.03  0.3685
C -7.02 1.64 0.05  0.6690
C 1.46 -1.52 2.47  -0.2105
H -4.85 -1.37 2.83  0.4816
C 1.99 -4.73 -1.63  -0.2073
C 2.28 1.12 -1.37  -0.0488
C 2.85 -1.38 -1.10  -0.7173
H -2.59 6.96 0.66  0.1886
H -7.71 3.19 -1.22  0.4094
H -6.95 -0.47 1.86  0.4590
C -4.42 2.53 -0.62  0.2390
N -1.70 0.96 -1.88  -0.4596
C 4.68 -3.02 2.63  -0.2584
H -0.59 -0.71 0.95  -1.0262
H 3.78 -3.36 3.14  0.3842
H 7.89 -1.79 0.89  0.3887
H 2.33 -0.88 2.58  0.3468
H 0.46 2.65 -1.32  -0.2525
Ge 2.97 -2.76 0.28  1.8850
C -0.76 -3.16 2.25  -0.4767
H 2.61 0.13 0.45  -0.1597
C -5.91 0.99 0.64  -0.1144
H -2.27 1.58 -2.44  0.3565
C 5.80 -2.19 0.68  -0.5197
H 0.22 3.35 -3.56  0.2865
C -2.24 -0.41 -1.86  -0.9662
C 4.63 -2.63 1.30  0.0762
C 3.44 -6.87 -0.63  -0.6928
H 2.50 -8.04 -2.16  0.3733
N 0.20 4.95 -2.18  0.1470
H 0.38 -0.50 4.01  0.3758
O -3.20 2.86 -0.91  -0.2793
H 0.19 -0.03 -0.33  -0.1185
C -4.63 1.45 0.30  0.1601
C -0.75 -2.13 3.19  -0.3775
H 4.02 -7.70 -0.24  0.3950
C 0.33 -3.35 1.42  -0.5392
H 0.31 -4.16 0.69  0.3991
H 0.23 6.94 -1.49  0.3912
O 1.15 0.79 -1.84  -0.8133
C 2.59 -7.06 -1.71  -0.4620
O -0.93 1.55 1.87  -0.9490
H -2.27 -0.87 -2.85  0.4999
C 1.46 -2.54 1.52  -0.0264
H -3.41 5.98 1.76  0.2461
H 7.97 -2.49 3.26  0.3736
C 0.90 4.10 -3.15  -0.8364
W -1.62 1.87 0.33  1.1738
H -2.66 -0.41 2.15  0.1752
C 6.99 -2.14 1.38  -0.7120
N -3.48 0.94 0.84  -0.0394
O 2.79 2.25 -1.44  -0.8061
H -1.71 5.97 -1.07  0.3000
N -2.07 3.84 1.23  -0.2686
H 3.57 -1.59 -1.89  0.4844
C -3.59 -0.04 1.73  -0.1509

***

Record 4
Below is a molecular structure, C36H42N4OSZr, with properties calculated with ωB97M-V/def2-TZVPD.

Total charge: +4
Gap between HOMO and LUMO in eV: 6.28

Each line ends with the Mulliken charge.
Positions of all 85 atoms, in Å:
C -1.08 -3.13 5.50  -2.0608
C -3.41 3.52 -0.49  0.5651
H -2.23 -2.46 -5.08  0.3726
C 3.74 6.06 -0.55  -0.7576
H -4.63 2.98 1.21  0.5345
H -1.68 5.95 -2.87  0.4811
C -0.92 -2.17 3.17  0.0073
N -0.86 0.14 -1.09  0.0987
C 4.60 3.39 -0.68  -0.6326
C 4.08 -1.25 1.04  -0.5096
H -1.22 -4.07 6.04  0.4200
C 3.52 1.08 1.31  -0.5280
H 0.21 -4.30 -5.08  0.4647
C 3.26 3.73 -0.56  0.6898
H -0.86 -0.79 -4.31  0.5695
H -0.52 3.95 -2.02  0.4723
H 5.83 6.55 -0.67  0.4454
H -5.11 4.82 -0.54  0.5144
N -0.61 0.11 1.57  0.2359
C 5.10 5.75 -0.65  -0.5411
C -0.94 -2.19 -2.65  0.1651
H 1.23 3.51 1.16  0.3321
C -2.19 5.28 -2.20  -0.9275
H 3.43 7.09 -0.50  0.4378
H 0.32 -2.55 -5.06  0.3756
N 0.85 2.94 0.40  -0.5653
H 4.58 -2.13 1.41  0.5083
H -2.42 -4.46 2.58  0.3649
C -1.09 -3.43 4.00  1.7407
C 0.09 -4.37 3.65  -1.4973
H 4.94 2.37 -0.73  0.4894
H -1.22 -3.18 1.29  0.6110
O -2.90 1.81 1.09  -0.4471
H 3.60 2.01 1.86  0.5256
C -0.64 -0.92 3.73  -0.6650
C -0.49 0.18 2.92  -0.9943
S 2.08 2.40 -0.63  0.8043
C -1.05 -4.70 -2.70  -2.0675
H -0.96 -3.20 -0.76  0.6894
C 4.12 -0.07 1.79  -0.9385
H 2.33 -0.17 -1.65  0.5530
C -0.94 -2.24 -1.25  -0.4671
H -2.56 -4.98 4.25  0.4707
H -4.61 1.76 -0.10  0.3218
H -0.13 -2.72 5.83  0.4553
H -1.08 -5.56 -3.38  0.4314
H -1.95 -4.76 -2.08  0.4284
H -3.17 -3.26 -3.80  0.3722
H 0.11 -4.63 2.59  0.3681
H -0.16 -4.83 -2.07  0.4741
C -0.88 -0.91 -3.23  -0.9243
Zr -0.87 1.81 0.24  1.0005
H 6.58 4.21 -0.80  0.4390
H -0.82 1.20 -2.89  0.5530
C 3.43 -1.29 -0.19  -0.8477
C -1.55 4.16 -1.73  -0.0093
C 5.52 4.43 -0.72  -0.7649
H -4.02 6.41 -2.11  0.4759
C -0.85 -1.11 1.00  0.2361
C 2.86 1.01 0.09  0.8640
H 1.05 -3.94 3.94  0.3882
H 1.18 -3.51 -3.84  0.3479
N -2.14 3.27 -0.88  -0.0239
C -3.49 5.52 -1.77  -0.2545
H -3.27 -3.45 3.76  0.3762
C -0.85 0.21 -2.45  -0.8726
H -0.03 -5.30 4.21  0.4502
H -3.20 1.28 1.84  0.2980
H 4.66 -0.05 2.73  0.5110
C 2.80 5.04 -0.51  -0.3966
C -2.42 -4.11 3.61  -1.5511
C 0.26 -3.43 -4.42  -1.5141
C -1.02 -2.23 1.77  -0.3363
H -1.89 -2.46 5.79  0.4617
H -0.27 1.15 3.35  0.5827
H 3.44 -2.20 -0.77  0.5348
H 1.75 5.29 -0.46  0.3959
C -2.26 -3.32 -4.40  -1.4988
C -0.90 -1.10 -0.49  0.4747
C -4.03 2.51 0.43  -0.4333
H -0.54 -0.80 4.80  0.6169
C -0.99 -3.42 -3.53  1.8387
H -2.32 -4.21 -5.02  0.4721
C -4.11 4.63 -0.90  -0.9293
C 2.80 -0.15 -0.68  -0.1518

***

Record 5
Below is 7 unconnected molecules or ions with the total composition C36H42N6O4P, with properties calculated with ωB97M-V/def2-TZVPD.

Total charge: +1
Gap between HOMO and LUMO in eV: 7.89

Each line ends with the Mulliken charge.
Positions of all 89 atoms, in Å:
H -3.17 -2.61 3.25  0.3967
C -1.04 4.34 -0.56  -0.2309
C -2.51 -1.76 6.46  -0.4287
C 5.19 -0.79 2.94  0.0526
H -4.12 -0.08 -9.30  0.3591
H -5.81 0.16 -2.67  0.4268
H 5.67 -0.32 -2.07  0.4269
H -1.83 2.25 -6.50  0.3778
C -2.64 1.57 -6.73  -0.6876
H 2.75 2.70 -1.21  0.3446
C -1.62 2.16 2.87  -0.1902
N 3.87 -0.98 3.16  -0.1612
C 2.28 -3.88 -1.86  -0.2068
H -0.72 5.11 0.24  0.3429
C 3.38 -4.30 -2.59  -0.4108
H 6.40 -0.70 6.08  0.3815
C -4.98 -0.32 -2.18  -0.4464
H -0.08 3.72 -0.77  0.0882
H -5.48 0.40 -0.21  0.3795
H -3.95 3.06 1.91  0.1859
H -2.85 -1.90 7.48  0.3887
N -4.50 0.25 -5.96  -0.3769
N -0.94 -0.72 4.95  -0.2726
H -1.18 -1.13 2.95  0.6433
C -3.48 1.09 -5.74  0.0367
H -2.08 2.17 3.92  0.4088
H -4.02 -3.01 5.57  0.3791
C -4.79 -0.18 -0.81  -0.3668
H 2.63 -0.82 0.91  0.6223
O 0.16 5.37 -3.54  -0.4371
H -2.11 -1.94 -0.28  0.4554
C -0.27 5.58 -2.38  0.2015
C 4.29 1.30 -1.78  -0.7621
H 0.87 1.67 1.19  0.2642
C 4.81 0.05 -1.52  -0.2558
H 0.31 6.36 -1.75  0.3291
H -3.34 1.39 -4.70  0.3974
C 1.15 1.95 2.28  -0.6565
H 2.22 2.34 2.28  0.3862
H 3.81 -3.66 -3.35  0.3733
C 3.19 1.72 -1.04  -0.2541
H 0.24 3.13 4.26  0.3001
C -4.07 -1.08 -2.89  -0.1705
O -2.38 4.95 2.45  -0.4991
C -2.69 -2.15 4.11  -0.7271
H -3.10 3.51 -0.63  0.4118
N 2.60 0.97 -0.09  -0.0760
C -2.87 1.14 -8.04  -0.1474
C 4.35 -0.97 5.52  -0.5662
H -0.88 -0.45 6.99  0.3899
C -2.13 3.27 -0.05  -0.4564
C -1.42 -0.95 6.19  -0.3141
C 3.13 -0.24 0.14  -0.3037
H 4.72 1.95 -2.53  0.4077
H -5.53 -0.83 -7.38  0.3605
C 3.90 -5.56 -2.33  -0.2145
H 2.42 -1.22 4.59  0.4420
C -0.04 2.76 3.15  0.2125
H 3.97 -1.05 6.53  0.3676
O 0.61 3.43 1.95  -0.4177
H 1.71 -6.42 0.10  0.3587
H 4.61 -1.73 -0.31  0.5970
C -3.16 -2.37 5.40  -0.2200
C 2.21 -5.84 -0.67  -0.2410
C -1.59 -1.33 3.94  -0.2203
H 3.69 -7.33 -1.12  0.3576
C -2.91 -1.49 -0.85  -0.1037
C -4.70 -0.15 -7.23  -0.2270
H 4.76 -5.93 -2.88  0.3789
H -1.83 2.20 -0.37  0.3606
C 5.70 -0.78 5.26  -0.1579
O -1.43 4.94 -1.83  -0.3409
H 5.48 -0.72 1.90  0.2667
H 7.18 -0.54 3.71  0.3731
C 4.23 -0.74 -0.54  -0.7853
H -2.28 -2.28 -2.75  0.4198
H -2.23 1.49 -8.84  0.3686
C -3.01 -1.68 -2.22  -0.7671
P -2.54 3.38 1.79  0.3864
C 3.48 -1.06 4.44  -0.2495
C 3.31 -6.35 -1.35  -0.3591
C -3.91 0.27 -8.29  -0.4439
C 6.13 -0.69 3.95  -0.7439
H -3.30 5.32 2.46  0.3714
H -1.48 1.12 2.42  -0.0232
N 1.69 -4.63 -0.91  -0.4645
H -4.18 -1.20 -3.96  0.5687
H 1.84 -2.91 -2.02  0.4310
N -3.78 -0.76 -0.13  -0.3946